{"formula": "C35H31O4P", "method": "ωB97M-V/def2-TZVPD", "total_charge": 0, "gap_ev": 2.98, "homo_ev": -6.24, "symbols": ["C", "C", "C", "C", "O", "C", "C", "C", "C", "C", "C", "C", "C", "C", "C", "C", "C", "C", "C", "C", "H", "H", "H", "H", "H", "H", "H", "H", "H", "H", "H", "H", "H", "H", "H", "C", "C", "O", "C", "C", "P", "C", "C", "C", "C", "C", "C", "C", "C", "C", "C", "C", "C", "O", "O", "H", "H", "H", "H", "H", "H", "H", "H", "H", "H", "H", "H", "H", "H", "H", "H"], "positions_angstrom": [[6.76, -2.50, -1.48], [5.91, -3.16, -2.38], [5.09, -2.42, -3.25], [5.15, -1.03, -3.19], [4.31, -0.26, -4.01], [2.95, -0.23, -3.68], [2.48, 0.82, -2.89], [1.17, 0.80, -2.47], [0.26, -0.24, -2.85], [-1.06, -0.16, -2.33], [-2.15, -1.07, -2.40], [-3.42, -0.59, -1.92], [-4.55, -1.39, -1.97], [-4.48, -2.69, -2.49], [-3.25, -3.18, -2.93], [-2.09, -2.42, -2.85], [0.76, -1.22, -3.76], [2.10, -1.24, -4.13], [6.01, -0.35, -2.32], [6.80, -1.10, -1.45], [7.40, -3.08, -0.81], [5.88, -4.25, -2.42], [4.42, -2.90, -3.96], [3.17, 1.62, -2.62], [0.81, 1.61, -1.83], [-1.28, 0.79, -1.84], [-3.47, 0.42, -1.53], [-5.50, -1.00, -1.59], [-5.38, -3.31, -2.53], [-3.20, -4.19, -3.34], [-1.13, -2.86, -3.12], [0.09, -1.97, -4.19], [2.50, -2.01, -4.79], [6.02, 0.74, -2.35], [7.46, -0.58, -0.76], [3.35, -1.63, 1.57], [2.07, -1.37, 2.33], [1.09, -0.81, 1.46], [-0.05, -0.54, 2.18], [-0.99, 0.24, 1.41], [-2.51, 0.66, 2.14], [-2.25, 1.16, 3.87], [-1.03, 1.67, 4.33], [-0.88, 2.05, 5.67], [-1.95, 1.92, 6.56], [-3.17, 1.42, 6.10], [-3.32, 1.03, 4.77], [-2.96, 2.23, 1.31], [-2.14, 3.35, 1.39], [-2.48, 4.53, 0.71], [-3.65, 4.59, -0.06], [-4.48, 3.46, -0.13], [-4.15, 2.29, 0.56], [-3.62, -0.34, 2.03], [-0.18, -0.93, 3.34], [4.10, -1.90, 2.31], [3.22, -2.45, 0.87], [3.69, -0.74, 1.03], [1.70, -2.31, 2.76], [2.27, -0.68, 3.16], [-0.89, 0.22, 0.34], [-0.18, 1.78, 3.65], [0.09, 2.43, 6.00], [-1.83, 2.23, 7.60], [-4.02, 1.32, 6.78], [-4.28, 0.63, 4.42], [-1.22, 3.31, 1.99], [-1.82, 5.40, 0.79], [-3.91, 5.50, -0.59], [-5.39, 3.49, -0.73], [-4.80, 1.42, 0.52]]}



{"formula": "C35H32BFNO2P2PtS2", "method": "ωB97M-V/def2-TZVPD", "e_above_lowest_kcal_mol": 9.1, "total_charge": -1, "gap_ev": 6.47, "homo_ev": -4.91, "symbols": ["Pt", "S", "P", "C", "P", "S", "C", "C", "C", "C", "C", "C", "C", "C", "C", "C", "C", "C", "C", "C", "C", "C", "C", "C", "C", "C", "C", "C", "C", "C", "H", "H", "H", "H", "H", "H", "H", "H", "H", "H", "H", "H", "H", "H", "H", "H", "H", "H", "H", "H", "B", "C", "N", "H", "H", "H", "C", "C", "O", "O", "H", "H", "H", "F", "C", "C", "C", "C", "C", "C", "C", "H", "H", "H", "H", "H", "H"], "positions_angstrom": [[-0.10, 0.39, 0.65], [1.23, 0.37, 2.74], [2.75, 0.13, 1.43], [1.84, 0.17, -0.01], [2.23, 0.30, -1.73], [0.78, 0.58, -3.00], [3.48, 1.61, -1.96], [3.31, 2.82, -1.29], [4.16, 3.89, -1.52], [5.21, 3.76, -2.42], [5.38, 2.57, -3.10], [4.52, 1.50, -2.88], [3.17, -1.24, -2.07], [2.47, -2.33, -2.59], [3.09, -3.57, -2.70], [4.42, -3.73, -2.32], [5.12, -2.64, -1.81], [4.49, -1.41, -1.68], [3.63, -1.43, 1.76], [4.66, -1.52, 2.69], [5.23, -2.76, 2.98], [4.76, -3.90, 2.35], [3.72, -3.81, 1.43], [3.16, -2.58, 1.14], [4.03, 1.42, 1.60], [3.65, 2.67, 2.07], [4.55, 3.72, 2.04], [5.83, 3.53, 1.54], [6.21, 2.28, 1.06], [5.31, 1.23, 1.09], [2.48, 2.92, -0.59], [3.99, 4.82, -0.99], [5.88, 4.60, -2.59], [6.19, 2.47, -3.82], [4.65, 0.59, -3.45], [1.43, -2.21, -2.86], [2.54, -4.41, -3.09], [4.91, -4.69, -2.41], [6.16, -2.76, -1.50], [5.05, -0.57, -1.28], [5.03, -0.63, 3.19], [6.03, -2.83, 3.70], [5.20, -4.86, 2.58], [3.35, -4.70, 0.94], [2.35, -2.49, 0.42], [2.64, 2.83, 2.44], [4.24, 4.70, 2.40], [6.53, 4.36, 1.51], [7.20, 2.14, 0.65], [5.61, 0.26, 0.71], [0.53, 5.05, 0.76], [0.25, 3.50, 0.61], [0.10, 2.37, 0.52], [-0.51, 5.65, 0.57], [1.38, 5.33, -0.06], [0.94, 5.21, 1.90], [-0.29, -3.90, 0.28], [-0.35, -2.46, -0.13], [-0.41, -2.12, -1.30], [-0.30, -1.62, 0.88], [-1.12, -4.44, -0.17], [-0.30, -4.02, 1.36], [0.63, -4.33, -0.12], [-4.62, 1.75, 4.26], [-3.96, 1.44, 3.13], [-3.63, 0.12, 2.90], [-2.95, -0.20, 1.74], [-2.62, 0.79, 0.80], [-1.87, 0.46, -0.46], [-2.96, 2.12, 1.09], [-3.64, 2.45, 2.24], [-3.89, -0.64, 3.63], [-2.66, -1.22, 1.54], [-1.90, 1.24, -1.21], [-2.09, -0.51, -0.87], [-2.68, 2.90, 0.39], [-3.91, 3.47, 2.47]]}



{"formula": "C35H32BrCaN5O3S2", "method": "ωB97M-V/def2-TZVPD", "e_above_lowest_kcal_mol": 0.3, "total_charge": -2, "gap_ev": 5.96, "homo_ev": -1.71, "symbols": ["Ca", "C", "N", "C", "C", "N", "C", "C", "C", "C", "C", "C", "C", "S", "C", "C", "C", "C", "C", "C", "S", "H", "H", "H", "H", "H", "H", "H", "H", "H", "H", "H", "H", "H", "H", "H", "H", "H", "H", "O", "C", "C", "C", "C", "C", "C", "C", "O", "N", "N", "C", "C", "C", "C", "C", "C", "C", "O", "H", "H", "H", "H", "H", "H", "H", "H", "H", "H", "Br", "C", "C", "C", "C", "C", "N", "H", "H", "H", "H"], "positions_angstrom": [[-0.29, 0.65, -0.35], [-2.31, -2.02, -0.55], [-2.69, -0.64, -0.21], [-3.12, -0.59, 1.20], [-3.06, 0.80, 1.79], [-1.69, 1.26, 2.06], [-1.67, 2.72, 2.14], [-1.14, 0.64, 3.26], [-1.58, 1.13, 4.50], [-1.09, 0.65, 5.70], [-0.13, -0.36, 5.66], [0.29, -0.86, 4.45], [-0.20, -0.40, 3.21], [0.39, -1.17, 1.74], [-3.72, -0.12, -1.11], [-4.82, -0.93, -1.38], [-5.84, -0.54, -2.23], [-5.75, 0.71, -2.82], [-4.68, 1.53, -2.54], [-3.63, 1.18, -1.67], [-2.38, 2.37, -1.33], [-3.09, -2.75, -0.30], [-1.41, -2.27, 0.02], [-2.11, -2.06, -1.62], [-2.45, -1.26, 1.76], [-4.14, -0.99, 1.30], [-3.66, 0.83, 2.71], [-3.51, 1.50, 1.08], [-2.43, 3.12, 2.84], [-1.88, 3.13, 1.16], [-0.68, 3.04, 2.47], [-2.31, 1.92, 4.51], [-1.45, 1.05, 6.64], [0.29, -0.77, 6.58], [1.04, -1.65, 4.41], [-4.87, -1.91, -0.91], [-6.68, -1.21, -2.42], [-6.52, 1.06, -3.50], [-4.61, 2.51, -3.00], [5.24, 2.16, 0.41], [4.63, 2.41, 1.58], [5.43, 2.79, 2.66], [4.87, 3.02, 3.91], [3.49, 2.90, 4.10], [2.70, 2.55, 3.01], [3.24, 2.31, 1.75], [2.28, 1.93, 0.66], [1.04, 2.03, 0.88], [2.85, 1.50, -0.45], [1.90, 1.01, -1.36], [2.38, 0.63, -2.47], [1.61, 0.01, -3.55], [2.30, -0.26, -4.74], [1.70, -0.86, -5.83], [0.35, -1.21, -5.73], [-0.36, -0.97, -4.57], [0.23, -0.37, -3.43], [-0.43, -0.23, -2.34], [4.52, 1.82, -0.21], [6.50, 2.87, 2.50], [5.51, 3.30, 4.74], [3.05, 3.05, 5.07], [1.63, 2.42, 3.12], [3.45, 0.75, -2.65], [3.35, 0.03, -4.78], [2.27, -1.05, -6.74], [-0.15, -1.67, -6.57], [-1.41, -1.23, -4.49], [4.06, -1.92, 0.28], [2.95, -2.91, -0.89], [3.45, -4.09, -1.44], [2.64, -4.76, -2.34], [1.39, -4.25, -2.64], [0.99, -3.08, -2.02], [1.77, -2.41, -1.16], [4.43, -4.45, -1.18], [2.99, -5.68, -2.80], [0.72, -4.74, -3.34], [0.03, -2.64, -2.21]]}



Please write out number 1 again, unchanged.
{"formula": "C35H31O4P", "method": "ωB97M-V/def2-TZVPD", "total_charge": 0, "gap_ev": 2.98, "homo_ev": -6.24, "symbols": ["C", "C", "C", "C", "O", "C", "C", "C", "C", "C", "C", "C", "C", "C", "C", "C", "C", "C", "C", "C", "H", "H", "H", "H", "H", "H", "H", "H", "H", "H", "H", "H", "H", "H", "H", "C", "C", "O", "C", "C", "P", "C", "C", "C", "C", "C", "C", "C", "C", "C", "C", "C", "C", "O", "O", "H", "H", "H", "H", "H", "H", "H", "H", "H", "H", "H", "H", "H", "H", "H", "H"], "positions_angstrom": [[6.76, -2.50, -1.48], [5.91, -3.16, -2.38], [5.09, -2.42, -3.25], [5.15, -1.03, -3.19], [4.31, -0.26, -4.01], [2.95, -0.23, -3.68], [2.48, 0.82, -2.89], [1.17, 0.80, -2.47], [0.26, -0.24, -2.85], [-1.06, -0.16, -2.33], [-2.15, -1.07, -2.40], [-3.42, -0.59, -1.92], [-4.55, -1.39, -1.97], [-4.48, -2.69, -2.49], [-3.25, -3.18, -2.93], [-2.09, -2.42, -2.85], [0.76, -1.22, -3.76], [2.10, -1.24, -4.13], [6.01, -0.35, -2.32], [6.80, -1.10, -1.45], [7.40, -3.08, -0.81], [5.88, -4.25, -2.42], [4.42, -2.90, -3.96], [3.17, 1.62, -2.62], [0.81, 1.61, -1.83], [-1.28, 0.79, -1.84], [-3.47, 0.42, -1.53], [-5.50, -1.00, -1.59], [-5.38, -3.31, -2.53], [-3.20, -4.19, -3.34], [-1.13, -2.86, -3.12], [0.09, -1.97, -4.19], [2.50, -2.01, -4.79], [6.02, 0.74, -2.35], [7.46, -0.58, -0.76], [3.35, -1.63, 1.57], [2.07, -1.37, 2.33], [1.09, -0.81, 1.46], [-0.05, -0.54, 2.18], [-0.99, 0.24, 1.41], [-2.51, 0.66, 2.14], [-2.25, 1.16, 3.87], [-1.03, 1.67, 4.33], [-0.88, 2.05, 5.67], [-1.95, 1.92, 6.56], [-3.17, 1.42, 6.10], [-3.32, 1.03, 4.77], [-2.96, 2.23, 1.31], [-2.14, 3.35, 1.39], [-2.48, 4.53, 0.71], [-3.65, 4.59, -0.06], [-4.48, 3.46, -0.13], [-4.15, 2.29, 0.56], [-3.62, -0.34, 2.03], [-0.18, -0.93, 3.34], [4.10, -1.90, 2.31], [3.22, -2.45, 0.87], [3.69, -0.74, 1.03], [1.70, -2.31, 2.76], [2.27, -0.68, 3.16], [-0.89, 0.22, 0.34], [-0.18, 1.78, 3.65], [0.09, 2.43, 6.00], [-1.83, 2.23, 7.60], [-4.02, 1.32, 6.78], [-4.28, 0.63, 4.42], [-1.22, 3.31, 1.99], [-1.82, 5.40, 0.79], [-3.91, 5.50, -0.59], [-5.39, 3.49, -0.73], [-4.80, 1.42, 0.52]]}